Formula: C21H32N4O3
Source: the Open Molecules 2025 dataset
Level of theory: ωB97M-V with the def2-TZVPD basis set

Last column: Mulliken charge in e.
Positions of all 60 atoms, in Å:
C -7.307 1.838 -1.489  -1.2732
C -5.856 2.244 -1.270  -0.3224
C -5.057 1.192 -0.512  -0.7585
C -3.602 1.584 -0.294  -0.6444
C -2.797 0.510 0.436  -1.2260
C -1.337 0.836 0.490  -0.3280
C -0.577 0.816 1.576  -0.5686
C 0.883 1.158 1.555  -0.0441
C 1.709 0.199 2.401  0.3313
O 1.166 -0.637 3.114  -0.6623
N 3.063 0.321 2.341  0.2951
C 3.899 -0.493 3.225  -0.7506
C 5.034 -1.178 2.471  -1.1256
C 4.534 -1.972 1.295  0.1136
C 5.283 -1.976 -0.006  -0.9048
C 3.974 -1.255 0.085  1.3841
C 2.819 -1.944 -0.605  -0.4254
O 2.893 -2.421 -1.720  -0.6803
N 1.651 -1.944 0.097  0.1443
C 0.438 -2.427 -0.509  -1.0972
C -0.152 -1.463 -1.492  0.8270
N -1.315 -1.538 -2.051  -0.6874
C -1.330 -0.415 -2.845  0.9580
C -2.486 -0.038 -3.696  -1.0986
N -0.247 0.300 -2.777  -0.7276
O 0.553 -0.403 -1.871  0.0946
C 3.897 0.272 -0.024  -0.6775
C 3.749 1.062 1.297  -1.3306
H -7.862 2.602 -2.035  0.3791
H -7.371 0.908 -2.058  0.3161
H -7.814 1.675 -0.535  0.3138
H -5.375 2.432 -2.236  0.2869
H -5.815 3.191 -0.722  0.3154
H -5.533 1.002 0.457  0.4287
H -5.098 0.242 -1.058  0.3115
H -3.131 1.784 -1.264  0.3242
H -3.551 2.523 0.265  0.4167
H -3.189 0.361 1.446  0.4972
H -2.926 -0.439 -0.098  0.3566
H -0.884 1.117 -0.459  0.3801
H -0.997 0.544 2.538  0.3345
H 1.242 1.173 0.524  0.0948
H 1.050 2.163 1.961  0.5331
H 4.308 0.141 4.018  0.2945
H 3.246 -1.228 3.691  0.4408
H 5.770 -0.445 2.132  0.3809
H 5.563 -1.833 3.167  0.4340
H 4.023 -2.894 1.556  0.3570
H 6.175 -1.364 -0.060  0.2536
H 5.310 -2.880 -0.598  0.3251
H 1.633 -1.675 1.068  0.2521
H 0.624 -3.364 -1.037  0.3525
H -0.306 -2.610 0.265  0.3910
H -2.286 0.899 -4.210  0.2834
H -2.678 -0.820 -4.430  0.3606
H -3.379 0.069 -3.080  0.1294
H 4.772 0.649 -0.557  0.5118
H 3.042 0.505 -0.664  0.1586
H 3.230 1.999 1.101  0.4959
H 4.726 1.342 1.688  0.4749

* SMILES string: CCCCC/C=C/CC(=O)N1CC[C@@H]2C[C@]2(C(=O)NCc2nc(C)no2)CC1
* total energy: -1264.13808 Eh
* HOMO-LUMO gap: 10.06 eV



Formula: C18H33N3O4P
Source: the Open Molecules 2025 dataset
Level of theory: ωB97M-V with the def2-TZVPD basis set

Last column: Mulliken charge in e.
Positions of all 59 atoms, in Å:
C 2.898 0.757 0.118  -0.7024
C 2.564 -0.650 0.598  -0.1809
O 1.276 -0.676 1.212  -0.4686
C 0.302 -1.093 0.284  -1.5377
C -1.099 -0.729 0.719  0.9691
C -1.934 -1.642 -0.072  -0.3833
N -2.599 -2.444 -0.581  -0.6064
C -1.495 0.766 0.521  2.4688
C -0.819 1.360 -0.591  -0.9585
N -0.166 1.742 -1.487  -0.6976
C -1.323 1.584 1.837  -2.0111
C 0.066 2.114 2.126  -0.6371
C 0.366 3.486 1.523  -0.6977
O -0.837 4.166 1.172  -0.2212
C -0.652 5.248 0.351  0.7263
C -0.283 5.008 -1.080  -0.9675
O -0.844 6.370 0.769  -0.5811
P -3.350 0.867 0.062  -0.2264
C -3.732 2.667 -0.099  -0.7708
C -4.253 0.335 1.590  -0.5264
C -5.561 -0.338 1.153  -1.1814
H 1.978 1.211 -0.209  -0.0242
H 3.318 1.308 0.941  0.2621
H 3.552 0.757 -0.742  0.4407
H 3.273 -0.974 1.343  0.4885
H 2.596 -1.366 -0.214  0.0359
H 0.531 -0.743 -0.716  0.6119
H 0.340 -2.183 0.253  0.4810
H -1.285 -0.980 1.748  0.7047
H -1.564 0.877 2.617  0.6741
H -2.065 2.358 1.891  0.7201
H 0.137 2.227 3.200  0.6057
H 0.848 1.428 1.846  -0.1691
H 0.966 4.091 2.188  0.4445
H 0.959 3.348 0.625  0.3205
H -1.029 4.406 -1.575  0.2681
H 0.661 4.499 -1.178  0.3052
H -0.253 5.957 -1.576  0.3368
H -2.887 3.258 0.243  0.0230
H -3.935 2.921 -1.123  0.3610
H -4.568 2.893 0.541  0.4128
H -3.656 -0.393 2.123  0.3292
H -4.431 1.164 2.261  0.5893
H -5.517 -1.402 1.297  0.3467
H -6.406 0.087 1.671  0.3155
H -5.735 -0.183 0.097  0.3657
C 1.923 -4.393 -2.867  -1.0429
C 3.186 -3.962 -2.212  0.4800
O 3.389 -2.963 -1.609  -0.4673
N 4.390 -4.876 -2.346  -0.1189
C 4.481 -5.855 -1.199  -0.8114
H 1.136 -3.695 -2.601  0.2683
H 2.053 -4.400 -3.952  0.3980
H 1.639 -5.396 -2.537  0.3853
H 4.371 -5.376 -3.238  0.4084
H 5.191 -4.241 -2.295  0.3993
H 5.368 -6.464 -1.346  0.3538
H 3.594 -6.482 -1.202  0.3482
H 4.558 -5.289 -0.277  0.3415

* total energy: -1511.91549 Eh
* HOMO-LUMO gap: 5.96 eV
* total charge: +1



Formula: C4H9N2
Source: the Open Molecules 2025 dataset
Level of theory: ωB97M-V with the def2-TZVPD basis set

Last column: Mulliken charge in e.
Positions of all 15 atoms, in Å:
C -0.628 -0.554 0.180  -0.5401
C -1.016 0.684 -0.847  0.5922
C -1.075 2.138 -1.138  -0.9432
C 0.555 -1.444 1.468  -0.4840
N -0.480 -0.387 -1.297  -0.0982
N 1.879 -1.192 1.589  -0.3655
H -1.522 -1.048 0.361  0.3309
H -0.651 2.660 -0.391  0.3459
H -2.137 2.400 -1.150  0.3178
H -0.645 2.371 -2.113  0.3371
H 0.290 -2.297 0.824  0.3171
H -0.172 -1.193 2.163  0.4046
H 2.248 -0.515 2.272  0.2574
H 2.407 -1.324 0.710  0.2480
H -0.288 -1.042 -2.036  0.2801

* total energy: -266.89668 Eh
* HOMO-LUMO gap: 8.54 eV
* total charge: +1



Formula: C22H15F6MnN2O7S2
Source: the Open Molecules 2025 dataset
Level of theory: ωB97M-V with the def2-TZVPD basis set

Last column: Mulliken charge in e.
Positions of all 55 atoms, in Å:
Mn 0.023 -0.076 -0.006  0.7941
C 4.279 0.329 -0.680  -0.9169
C 2.893 0.291 -0.888  -0.3572
N 2.044 0.137 0.107  0.4789
C 2.530 0.029 1.359  0.3455
C 3.892 0.055 1.669  0.7458
C 4.782 0.205 0.591  -0.7240
C 4.281 -0.064 3.043  -0.8969
C 3.360 -0.180 4.028  -0.8711
C 1.957 -0.192 3.736  0.8807
C 0.934 -0.281 4.695  -0.7762
C -0.375 -0.267 4.282  -0.8389
C -0.673 -0.183 2.917  -0.5470
N 0.271 -0.109 2.000  0.8138
C 1.558 -0.100 2.400  0.0955
H 4.935 0.455 -1.529  0.3969
H 2.458 0.400 -1.873  0.5326
H 5.850 0.229 0.773  0.4200
H 5.338 -0.053 3.280  0.4020
H 3.670 -0.264 5.063  0.4062
H 1.186 -0.356 5.746  0.4232
H -1.185 -0.331 4.995  0.4122
H -1.691 -0.190 2.548  0.5878
O -2.999 -0.744 -2.351  -0.7511
S -2.083 0.076 -1.605  1.9405
O -0.677 0.023 -2.031  -0.6177
O -2.098 -0.161 -0.140  -0.6083
C -2.633 1.767 -1.873  0.0983
C -3.925 1.894 -2.370  -0.6257
C -4.472 3.141 -2.627  -0.5937
C -3.720 4.279 -2.388  -0.5239
C -2.433 4.158 -1.888  -0.7632
C -1.874 2.914 -1.625  -0.3781
S -0.195 2.959 -0.961  1.5925
O -0.074 4.280 -0.387  -0.8107
O 0.706 2.662 -2.048  -0.7417
O -0.191 1.922 0.100  -0.6574
H -4.487 0.992 -2.565  0.4957
H -5.480 3.217 -3.015  0.3708
H -4.131 5.261 -2.584  0.3748
H -1.837 5.034 -1.673  0.4839
C -1.550 -3.482 -0.186  -1.9879
C -0.045 -3.256 0.038  0.6378
O 0.355 -1.998 -0.157  -0.5840
C 0.731 -4.159 -0.960  0.5531
F 0.444 -3.812 -2.222  -0.2560
F 2.065 -4.062 -0.820  -0.2578
F 0.431 -5.478 -0.849  -0.2989
C 0.303 -3.696 1.490  0.6225
F -0.419 -2.980 2.380  -0.2258
F 1.593 -3.491 1.805  -0.2587
F 0.038 -4.996 1.758  -0.3060
H -1.796 -3.123 -1.183  0.4074
H -2.100 -2.873 0.529  0.3989
H -1.842 -4.528 -0.083  0.4634

* total energy: -4030.35970 Eh
* HOMO-LUMO gap (alpha / beta): 6.88 / 6.17 eV
* ⟨S²⟩: 0.778
* total charge: -1
* spin multiplicity: 2



Formula: C33H49N7O4
Source: the Open Molecules 2025 dataset
Level of theory: ωB97M-V with the def2-TZVPD basis set

Last column: Mulliken charge in e.
Positions of all 93 atoms, in Å:
C 0.980 2.288 5.238  -0.8982
C 1.907 2.722 4.085  -0.3375
N 1.194 3.463 3.005  -0.4306
C 0.824 2.581 1.942  0.2757
C 1.782 2.215 0.999  -0.4051
C 1.496 1.338 -0.046  0.5407
C 2.560 0.953 -1.030  -1.3937
C 2.736 1.895 -2.255  1.0626
C 1.472 2.675 -2.679  -0.7709
C 3.202 0.999 -3.412  -1.9011
C 0.187 0.813 -0.112  0.1917
C -0.774 1.188 0.831  0.3525
C -0.479 2.073 1.855  -1.3625
C -2.142 0.592 0.751  -0.6479
O -3.128 1.215 1.036  -0.5323
C -2.174 -0.824 0.276  0.4550
C -3.143 -1.861 0.772  -0.4498
N -4.148 -1.369 1.727  -0.6607
C -1.255 -1.159 -0.630  0.3228
O -1.226 -2.428 -1.168  -0.4361
N 0.051 -3.102 -0.964  0.3340
O 0.418 -3.045 0.129  -0.2850
C -0.242 -0.178 -1.127  0.5490
O 0.140 -0.229 -2.271  -0.6573
H 1.260 2.801 6.153  0.1855
H 1.062 1.222 5.437  0.3681
H -0.064 2.500 5.035  0.2008
H 2.721 3.321 4.483  0.4124
H 2.327 1.819 3.655  0.1969
H 0.316 3.770 3.409  0.4447
H 2.776 2.633 1.083  0.6215
H 3.508 0.986 -0.489  0.7130
H 2.456 -0.076 -1.354  0.2599
H 3.533 2.611 -2.063  0.5826
H 0.548 2.257 -2.302  0.2014
H 1.598 3.724 -2.420  0.3445
H 1.410 2.628 -3.762  -0.1859
H 4.053 0.412 -3.075  0.5109
H 3.443 1.560 -4.308  0.3949
H 2.397 0.292 -3.600  0.2570
H -1.221 2.349 2.590  0.4421
H -2.528 -2.605 1.283  0.3206
H -3.622 -2.399 -0.041  0.2312
H -3.704 -0.746 2.390  0.2239
H -4.431 -2.173 2.279  0.3038
C 0.674 2.908 9.603  -0.7793
C -0.550 3.722 10.005  -0.4395
C -1.821 3.296 9.261  -0.4963
C -1.674 3.470 7.814  0.2668
N -1.559 3.606 6.682  -0.3908
H 0.911 3.042 8.547  0.0448
H 1.547 3.222 10.176  0.3333
H 0.516 1.844 9.785  0.3073
H -0.359 4.781 9.820  0.2972
H -0.722 3.611 11.077  0.3090
H -2.673 3.891 9.590  0.3025
H -2.046 2.247 9.460  0.2794
C 3.749 -4.477 -3.260  -1.3020
C 2.599 -3.677 -3.862  0.1296
C 2.969 -3.008 -5.190  -0.4149
C 4.075 -2.066 -5.015  0.2392
N 4.931 -1.323 -4.843  -0.5109
H 4.598 -3.835 -3.023  0.3541
H 3.434 -4.959 -2.334  0.3524
H 4.090 -5.255 -3.946  0.3171
H 2.275 -2.915 -3.151  -0.1417
H 1.747 -4.338 -4.031  0.3384
H 2.114 -2.460 -5.588  0.2978
H 3.264 -3.754 -5.929  0.3688
C -2.122 2.096 -6.655  -1.1625
C -1.836 3.437 -5.991  -0.3199
C -0.640 4.169 -6.613  -0.4926
C 0.582 3.375 -6.485  0.2513
N 1.526 2.738 -6.354  -0.4388
H -1.282 1.409 -6.540  0.3253
H -2.995 1.625 -6.203  0.3277
H -2.319 2.219 -7.722  0.3322
H -1.651 3.282 -4.926  0.2212
H -2.716 4.078 -6.073  0.3112
H -0.481 5.127 -6.117  0.2731
H -0.818 4.364 -7.672  0.3466
C -3.854 -5.953 -1.498  -1.1155
C -2.458 -6.412 -1.095  -0.1197
C -2.378 -6.871 0.367  -0.4638
C -2.736 -5.782 1.276  0.2744
N -3.031 -4.927 1.979  -0.4447
H -4.173 -5.087 -0.916  0.2407
H -3.873 -5.665 -2.549  0.3298
H -4.587 -6.750 -1.354  0.3608
H -1.749 -5.597 -1.259  0.0426
H -2.148 -7.239 -1.736  0.3163
H -1.368 -7.202 0.608  0.2807
H -3.057 -7.707 0.544  0.3160

* SMILES string: CCNc1cc(CC(C)C)c2c(c1)C(=O)C(CN)=C(ON=O)C2=O.CCCC#N.CCCC#N.CCCC#N.CCCC#N
* total energy: -1970.94191 Eh
* HOMO-LUMO gap: 7.99 eV



Formula: C6H18N2O
Source: the Open Molecules 2025 dataset
Level of theory: ωB97M-V with the def2-TZVPD basis set

Last column: Mulliken charge in e.
Positions of all 27 atoms, in Å:
C -0.549 -2.155 0.955  -1.0856
N -0.455 -0.718 0.750  -0.4059
C 0.873 -0.090 0.871  1.6751
C 1.757 -0.536 -0.299  -1.5897
C 1.563 -0.419 2.206  -1.8760
C 0.643 1.422 0.768  -1.5804
H -0.266 -2.487 1.962  0.3304
H 0.081 -2.673 0.234  0.3482
H -1.580 -2.459 0.769  0.3581
H -1.092 -0.250 1.388  0.2606
H 1.956 -1.606 -0.266  0.4086
H 2.713 -0.018 -0.255  0.4506
H 1.271 -0.296 -1.242  0.2727
H 2.480 0.158 2.306  0.4489
H 1.820 -1.475 2.269  0.4050
H 0.911 -0.172 3.046  0.3850
H 0.034 1.777 1.600  0.4208
H 1.593 1.951 0.802  0.4264
H 0.142 1.656 -0.168  0.2559
C -1.955 2.049 -2.481  -0.6481
O -0.903 1.173 -2.339  -0.3128
N -1.654 -0.178 -1.943  -0.5599
H -2.741 1.570 -1.794  0.3311
H -1.650 3.044 -2.151  0.2395
H -2.398 2.017 -3.482  0.2571
H -1.296 -0.947 -2.517  0.2792
H -1.297 -0.337 -0.987  0.5052

* SMILES string: CNC(C)(C)C.CON
* total energy: -424.05748 Eh
* HOMO-LUMO gap: 9.80 eV



no.,largest force on an atom (Eh/bohr)
1,0.000
2,0.067
3,0.092
4,0.009
5,0.021
6,0.074